Here is a 9-piece molecular cluster, C18H54O9S7 overall in a non-equilibrium geometry from the OMol25 dataset. Energies are from ωB97M-V/def2-TZVPD.

Last column: Löwdin charge in e.
Atoms and positions in Å:
C  28.695  7.217  8.819  -0.11
C  27.816  6.332  9.750  -0.32
O  26.584  7.099  9.831  -0.13
H  28.935  8.194  9.435  0.09
H  28.228  7.571  7.786  0.12
H  29.719  6.888  8.791  0.04
H  28.491  6.220  10.689  0.11
H  27.638  5.224  9.510  0.10
H  26.019  6.736  10.504  -0.04
C  29.509  7.637  14.533  -0.09
C  29.374  9.088  15.021  -0.28
O  27.944  9.332  15.275  -0.07
H  30.630  7.715  14.526  0.09
H  29.143  7.333  13.446  0.10
H  29.151  6.928  15.235  0.04
H  29.704  9.599  14.219  0.06
H  30.198  9.238  15.699  0.11
H  27.966  10.115  15.744  0.03
C  24.149  6.665  13.568  -0.17
S  24.915  5.281  12.654  0.89
O  24.915  5.794  11.220  -0.52
C  26.496  5.265  13.251  -0.29
H  24.149  6.487  14.548  -0.01
H  23.168  6.759  13.419  0.02
H  24.437  7.595  13.202  0.02
H  26.999  4.398  12.769  0.06
H  26.588  5.134  14.336  0.07
H  27.085  6.169  13.166  0.05
C  25.155  10.461  13.167  -0.23
S  25.595  9.825  11.486  0.90
O  24.926  10.789  10.547  -0.56
C  27.288  10.404  11.627  -0.21
H  25.715  10.035  13.832  -0.05
H  24.163  10.136  13.506  0.07
H  25.064  11.443  13.449  0.04
H  27.427  11.254  11.927  -0.04
H  27.953  10.093  10.911  0.03
H  27.645  9.783  12.452  0.05
C  26.337  5.872  18.170  -0.23
S  25.939  7.524  17.553  0.81
O  24.477  7.356  17.210  -0.57
C  26.031  8.287  19.090  -0.32
H  25.725  5.667  19.039  0.07
H  27.274  5.833  18.411  -0.02
H  26.021  5.141  17.420  0.05
H  25.466  7.893  19.973  0.08
H  25.770  9.287  18.852  0.02
H  27.262  8.100  19.330  0.14
C  30.877  0.817  9.259  -0.34
S  29.729  0.873  10.623  0.85
O  30.619  1.497  11.756  -0.60
C  28.739  2.236  9.971  -0.28
H  31.415  1.962  9.026  0.15
H  30.404  0.891  8.274  0.02
H  31.685  -0.046  9.187  0.10
H  28.291  1.921  9.138  0.00
H  29.261  3.076  9.711  0.01
H  27.899  2.689  10.668  0.09
C  23.301  3.412  17.374  -0.27
S  21.677  3.352  16.637  0.78
O  20.682  3.962  17.606  -0.56
C  21.848  4.477  15.240  -0.26
H  23.060  2.982  18.429  0.09
H  23.857  4.358  17.221  0.03
H  23.835  2.585  16.770  0.06
H  20.778  4.586  14.785  0.11
H  22.405  4.187  14.455  -0.05
H  22.365  5.451  15.529  0.08
C  29.395  3.424  14.758  -0.25
S  29.082  1.957  15.768  0.86
O  29.135  2.568  17.188  -0.59
C  27.395  1.620  15.276  -0.24
H  30.335  3.907  14.754  0.05
H  28.546  3.927  15.039  -0.02
H  29.313  3.205  13.646  0.06
H  27.451  1.748  14.187  0.06
H  26.720  2.245  15.797  0.04
H  27.079  0.756  15.611  -0.01
C  24.392  1.746  11.056  -0.24
S  24.083  1.442  12.796  0.81
O  24.699  2.540  13.514  -0.59
C  22.399  1.772  12.704  -0.25
H  23.958  0.719  10.520  0.13
H  25.546  1.815  10.707  0.10
H  24.001  2.562  10.738  -0.04
H  22.257  2.745  12.637  0.01
H  21.951  1.585  13.695  0.09
H  21.861  1.246  12.130  -0.01

Cartesian forces, eV/Å:
-0.48 2.16 0.24
0.29 0.53 0.08
2.71 -0.30 -0.55
-1.14 -1.51 -1.14
1.04 -1.14 2.26
0.36 -0.84 -0.86
-1.47 0.58 -0.66
0.03 1.54 -0.49
-0.91 -0.70 0.68
1.53 0.89 -1.97
-2.78 -3.42 -0.30
2.33 -1.91 -0.85
-0.65 -1.53 -0.40
0.56 1.12 2.26
-0.14 -0.74 0.72
0.57 2.52 -2.95
-0.76 0.31 1.75
-0.64 2.77 1.63
2.61 -1.26 -2.46
-3.72 1.32 -1.25
0.18 -0.78 0.93
2.96 -0.31 1.24
1.07 -0.25 4.26
-4.29 -0.71 -1.49
1.67 1.60 -0.21
-0.19 0.64 0.27
-0.75 -0.55 -0.06
-0.02 0.44 -0.89
-3.82 -0.95 -2.88
-0.67 2.89 0.06
0.09 -1.01 0.10
-1.66 -9.82 -0.16
3.89 -2.71 3.78
-0.21 -0.54 -0.85
0.55 3.03 -0.63
0.83 9.75 2.72
0.95 -0.48 -2.57
0.01 -0.21 0.47
-5.19 0.15 -1.54
-1.86 -2.34 -0.82
0.56 0.49 -0.32
3.55 -0.79 2.34
-0.26 0.21 0.24
5.68 -0.63 1.20
0.48 0.24 -0.10
0.22 0.06 -1.15
0.15 1.26 0.46
-3.31 1.15 -0.42
2.93 2.27 -2.90
2.50 2.09 2.35
-2.12 -1.35 -1.76
-1.60 0.51 4.35
-1.01 -3.19 1.74
-0.71 -0.98 0.18
-1.89 1.90 0.77
-2.05 -1.53 -3.35
2.15 1.96 -0.46
1.71 -1.57 -0.87
0.51 -2.02 -0.19
-1.61 0.16 0.46
1.15 -0.32 -1.07
-2.66 2.84 1.82
0.94 1.23 -1.67
-0.57 -0.37 0.76
-0.48 1.20 1.05
1.80 0.23 1.24
2.26 -2.01 -2.49
-1.34 -0.91 0.09
-0.45 -2.39 -3.15
2.05 0.41 2.39
-0.61 -1.00 -1.88
2.07 4.27 -1.87
0.96 0.31 1.27
-1.54 2.34 0.58
-0.25 -0.28 1.14
-0.74 -0.25 0.32
-0.61 1.68 0.02
-0.83 -5.08 1.13
4.20 -7.97 -0.60
1.26 -2.17 -1.46
0.88 1.44 1.73
2.00 0.11 6.13
0.97 2.87 1.09
-2.51 -0.47 1.42
-3.09 5.31 -2.09
-0.52 4.74 -1.12
0.49 -0.29 0.08
-3.63 -4.00 -4.97

Properties
Relative energy (zero: lowest compared OMol25 entry of this formula, charge and spin) (kJ/mol): 243.8
Lowest unoccupied orbital energy (eV): 0.08
Molecular weight (u): 639.1
HOMO level (Ha): -0.3173
E (eV): -113798.7528
Frontier orbital gap (eV): 8.7